Record 1
DFT (the ωB97M-V functional and the def2-TZVPD basis) results for one molecule with the formula C18H20N2O6 at a distorted geometry.

Structure (XYZ):
```
46
Properties=species:S:1:pos:R:3:forces:R:3
C 3.3664 3.4052 -2.5823 0.0 0.1 -0.2
O 3.3697 2.7053 -1.3627 0.0 -0.3 0.3
C 3.7811 1.4060 -1.3607 0.1 -0.1 0.0
C 4.2267 0.7102 -2.4756 -0.1 0.4 -0.1
C 4.6213 -0.6122 -2.3350 0.0 -0.1 0.2
C 4.5799 -1.2423 -1.1119 0.0 -0.1 0.1
C 4.1303 -0.5443 0.0105 0.1 0.1 -0.3
O 4.1405 -1.2493 1.1823 0.0 0.0 -0.2
C 3.6880 -0.6320 2.3517 -0.1 0.1 0.1
C 2.1828 -0.3573 2.4117 0.2 0.3 0.6
O 1.6796 0.2244 3.3493 0.2 0.0 -0.3
O 1.5689 -0.8459 1.3595 -0.1 -0.9 0.2
N 0.2142 -0.6242 1.0521 -0.2 0.9 -1.1
C -0.7305 -0.8043 1.8984 0.5 -0.4 0.7
N -0.6331 -1.2246 3.1845 0.0 -0.1 0.3
C -2.0828 -0.6091 1.3369 -0.5 0.1 0.0
C -3.1530 -0.2233 2.1269 0.4 -0.1 -0.1
C -4.4118 -0.0506 1.5688 -0.3 0.0 -0.2
C -4.6228 -0.2538 0.2160 0.0 0.0 -0.1
O -5.8132 -0.1193 -0.4218 0.4 -0.1 -0.1
C -6.9430 0.2411 0.3337 -0.2 0.1 0.2
C -3.5281 -0.6264 -0.6025 -0.1 0.0 0.0
O -3.8129 -0.7868 -1.9207 -0.2 0.1 0.4
C -2.7564 -1.1103 -2.7927 0.2 -0.1 -0.1
C -2.2831 -0.8008 -0.0332 -0.1 0.0 -0.1
C 3.7348 0.7750 -0.1160 0.0 0.0 0.2
H 4.3738 3.4839 -3.0043 0.0 0.0 0.0
H 2.7018 2.9348 -3.3142 0.0 0.0 0.0
H 2.9959 4.4023 -2.3491 0.0 -0.1 -0.1
H 4.2695 1.1747 -3.4473 0.0 0.1 -0.1
H 4.9667 -1.1537 -3.2031 0.0 -0.1 -0.1
H 4.8842 -2.2693 -0.9945 0.0 -0.1 0.0
H 4.2097 0.3138 2.5544 -0.1 -0.1 0.0
H 3.9230 -1.3283 3.1640 -0.1 0.2 -0.1
H -1.4824 -1.2543 3.7235 0.1 -0.1 -0.1
H 0.2034 -0.9818 3.6997 -0.1 0.1 -0.1
H -3.0290 -0.0167 3.1800 0.0 0.0 0.1
H -5.2250 0.2529 2.2084 -0.1 0.0 0.0
H -7.1635 -0.5007 1.1085 0.0 0.0 0.0
H -6.8213 1.2256 0.7973 0.0 0.0 0.0
H -7.7693 0.2774 -0.3743 0.0 0.0 0.1
H -2.3181 -2.0835 -2.5500 0.0 0.0 0.0
H -1.9726 -0.3469 -2.7742 0.0 0.0 0.0
H -3.2005 -1.1515 -3.7860 0.1 0.0 0.1
H -1.4277 -1.0845 -0.6209 0.0 0.0 -0.1
H 3.3678 1.3556 0.7148 0.0 0.1 0.1
```
Positions in Å, forces in eV/Å.

Output
Energy relative to the best compared isomer or geometry (same formula, charge and spin)   84.81 kcal/mol
E_HOMO   -8.21 eV
Strongest force on any atom   0.0280 Eh/bohr
Lowest unoccupied orbital energy   0.028 Ha
DFT total energy   -1258.77506 a.u.

=====

Record 2
DFT (the ωB97M-V functional and the def2-TZVPD basis) results for C4H6B4F19O2Pt as an isolated structure at a distorted geometry.

Structure (XYZ):
```
36
Properties=species:S:1:pos:R:3:forces:R:3
Pt 5.8370 7.8515 -3.0594 -1.7 -1.2 1.7
C 4.2845 6.9237 -0.8390 3.0 -1.1 -1.7
O 3.7157 7.2359 -2.0916 -1.9 0.2 -0.6
O 5.4301 7.6597 -0.8669 -0.9 0.6 1.0
C 3.2750 6.9966 0.3069 0.9 1.3 1.1
F 3.9452 7.1247 1.4836 -0.2 0.4 -0.2
F 2.4152 8.0360 0.1996 0.0 -0.4 0.2
F 2.5435 5.8780 0.5051 -0.3 -0.1 -0.7
C 2.5928 6.5150 -2.5719 -0.1 -1.1 -0.2
C 2.3150 6.9500 -3.9805 0.4 0.7 -0.7
H 3.0390 6.4219 -4.5993 0.0 0.4 -0.3
H 1.3200 6.7653 -4.3908 -0.2 -0.3 0.4
H 2.4780 8.0286 -4.0558 0.1 0.0 -0.1
H 1.7049 6.5913 -1.9354 0.2 0.3 0.3
H 2.8675 5.4551 -2.6576 0.0 -0.1 0.5
H 4.6379 5.8746 -0.8640 -0.7 -0.5 0.2
B 5.7138 6.1386 -5.4313 0.6 -0.3 0.3
F 7.0520 5.8721 -5.6551 0.1 0.1 -0.1
F 5.4848 7.5410 -5.3281 -0.2 0.4 -1.3
F 4.9686 5.4738 -6.4135 -0.5 0.4 -0.1
F 5.3145 5.7493 -4.1440 -0.5 -1.6 0.1
B 8.0850 9.4102 -3.2751 0.2 0.7 0.1
F 8.5642 10.5363 -3.9419 0.9 -0.3 -0.4
F 7.5847 8.4272 -4.2106 1.2 0.1 -0.3
F 8.9603 8.8250 -2.3797 0.2 0.3 -0.5
F 6.9293 9.8354 -2.6391 -0.3 1.1 1.1
B 4.1221 11.0804 -3.4955 0.0 -0.5 0.0
F 4.6029 11.5401 -2.2851 -0.1 0.3 0.3
F 4.6762 11.7975 -4.5623 0.1 -0.1 -0.1
F 4.4045 9.6663 -3.5892 -0.3 0.8 -0.4
F 2.7163 11.1974 -3.5634 -0.3 0.2 0.0
B 8.1128 5.3310 -1.5423 0.5 -0.5 -0.5
F 8.5527 4.0824 -2.0811 -0.2 -0.2 0.0
F 7.2886 5.9362 -2.5412 0.6 -0.1 0.6
F 7.3985 5.0965 -0.3740 -0.5 -0.1 0.3
F 9.2795 6.0423 -1.2361 -0.2 0.4 -0.1
```
Positions in Å, forces in eV/Å.

Output
Energy relative to the best compared isomer or geometry (same formula, charge and spin)   12.68 kcal/mol
Spin multiplicity   3
Net charge   -3
E_HOMO (spin up / spin down)   -0.42 / -0.18 eV
Strongest force on any atom   0.0703 Eh/bohr
Lowest unoccupied orbital energy (spin up / spin down)   0.255 / 0.255 Ha
DFT total energy   -2423.50760 a.u.
⟨S²⟩   2.00

=====

Record 3
DFT (the ωB97M-V functional and the def2-TZVPD basis) results for C6H10Br3N4S as an isolated structure at a distorted geometry.

Structure (XYZ):
```
24
Properties=species:S:1:pos:R:3:forces:R:3
N -2.0455 -1.9611 -0.6689 0.0 -0.4 -0.1
C -0.8563 -2.2032 -0.1320 0.0 -0.5 0.0
N 0.2688 -2.0431 -0.8333 -0.7 1.5 0.3
C 1.4611 -1.5900 -0.0535 0.2 -0.7 -0.2
C 1.0345 -0.9244 1.2431 0.4 0.1 0.4
N 0.4170 0.3825 0.9767 0.1 -0.1 -0.1
C 1.0940 1.3547 0.7076 -0.1 -0.2 -0.2
S 1.9897 2.5518 0.2980 -0.1 0.2 0.1
C 0.0961 -1.8091 2.0514 -0.3 0.0 -0.1
N -0.8165 -2.6149 1.1863 0.4 0.8 0.3
H -2.2607 -2.1169 -1.6424 0.2 0.5 -0.1
H -2.7670 -1.5898 -0.0700 -0.2 -0.7 0.2
H 0.0718 -1.3826 -1.5797 0.4 -0.4 -0.4
H 1.9981 -0.8911 -0.6899 0.0 0.0 0.0
H 2.1314 -2.4289 0.1297 -0.1 -0.1 0.1
H 1.9401 -0.7684 1.8347 0.0 0.0 0.0
H 0.6491 -2.4689 2.7147 0.0 -0.1 -0.1
H -0.5326 -1.1722 2.6699 0.1 0.0 0.1
H -0.6208 -3.6070 1.2564 -0.4 -0.1 -0.1
C -0.5968 5.0243 -1.7702 0.0 0.0 0.0
Br -2.3301 5.7105 -1.3181 0.0 0.0 0.0
Br -0.7296 3.4846 -2.9260 0.0 -0.1 0.0
Br 0.5362 6.3712 -2.5313 0.0 0.0 0.0
H -0.1322 4.6919 -0.8532 0.0 0.0 0.0
```
Positions in Å, forces in eV/Å.

Output
Net charge   +1
E_HOMO   -12.22 eV
Strongest force on any atom   0.0335 Eh/bohr
Lowest unoccupied orbital energy   -0.148 Ha
DFT total energy   -8573.61842 a.u.

=====

Question: DFT total energy of number 1 (C18H20N2O6)?
Answer: -1258.77506 a.u.

=====

Repeat the third record exactly.
DFT (the ωB97M-V functional and the def2-TZVPD basis) results for C6H10Br3N4S as an isolated structure at a distorted geometry.

Structure (XYZ):
```
24
Properties=species:S:1:pos:R:3:forces:R:3
N -2.0455 -1.9611 -0.6689 0.0 -0.4 -0.1
C -0.8563 -2.2032 -0.1320 0.0 -0.5 0.0
N 0.2688 -2.0431 -0.8333 -0.7 1.5 0.3
C 1.4611 -1.5900 -0.0535 0.2 -0.7 -0.2
C 1.0345 -0.9244 1.2431 0.4 0.1 0.4
N 0.4170 0.3825 0.9767 0.1 -0.1 -0.1
C 1.0940 1.3547 0.7076 -0.1 -0.2 -0.2
S 1.9897 2.5518 0.2980 -0.1 0.2 0.1
C 0.0961 -1.8091 2.0514 -0.3 0.0 -0.1
N -0.8165 -2.6149 1.1863 0.4 0.8 0.3
H -2.2607 -2.1169 -1.6424 0.2 0.5 -0.1
H -2.7670 -1.5898 -0.0700 -0.2 -0.7 0.2
H 0.0718 -1.3826 -1.5797 0.4 -0.4 -0.4
H 1.9981 -0.8911 -0.6899 0.0 0.0 0.0
H 2.1314 -2.4289 0.1297 -0.1 -0.1 0.1
H 1.9401 -0.7684 1.8347 0.0 0.0 0.0
H 0.6491 -2.4689 2.7147 0.0 -0.1 -0.1
H -0.5326 -1.1722 2.6699 0.1 0.0 0.1
H -0.6208 -3.6070 1.2564 -0.4 -0.1 -0.1
C -0.5968 5.0243 -1.7702 0.0 0.0 0.0
Br -2.3301 5.7105 -1.3181 0.0 0.0 0.0
Br -0.7296 3.4846 -2.9260 0.0 -0.1 0.0
Br 0.5362 6.3712 -2.5313 0.0 0.0 0.0
H -0.1322 4.6919 -0.8532 0.0 0.0 0.0
```
Positions in Å, forces in eV/Å.

Output
Net charge   +1
E_HOMO   -12.22 eV
Strongest force on any atom   0.0335 Eh/bohr
Lowest unoccupied orbital energy   -0.148 Ha
DFT total energy   -8573.61842 a.u.

=====

Question: Which formula does entry 1 have?
Answer: C18H20N2O6